Density functional theory data (ωB97M-V/def2-TZVPD) for an isolated molecule of C5H9NO at a distorted geometry.

Last column: Löwdin charge in e.
Element x y z (Å)
O (2.1454, -1.4235, 0.2162)  0.126
N (-0.2014, 2.1314, -0.5202)  0.030
C (-0.1029, -0.3381, -0.4003)  -0.260
C (1.1705, 0.6902, 0.8928)  0.012
C (-0.2138, 0.9926, 0.3952)  -0.344
C (-1.1609, -1.3761, -0.0449)  -0.066
C (1.2606, -0.5088, 0.2825)  -0.370
H (-1.3750, -1.3927, 1.0296)  0.084
H (-2.0970, -1.1549, -0.5686)  0.077
H (-0.0378, -0.2401, -1.4933)  0.140
H (-0.4614, 1.9222, -1.4805)  0.061
H (1.8469, 1.2338, 1.5451)  0.101
H (-0.8401, -2.3795, -0.3422)  0.070
H (-1.0070, 1.0310, 1.1495)  0.139
H (1.8726, -2.0858, -0.4428)  0.136
H (-0.7989, 2.8982, -0.2181)  0.063

* E: -325.84473 hartree
* SMILES: C[C@@H]1C(O)=C[C@H]1N
* E_LUMO: 0.72 eV
* energy above the lowest of the compared OMol25 structures with the same formula, charge and spin: 58.25 kcal/mol
* 2S+1: 1
* frontier orbital gap: 0.32892 Eh